DFT (the ωB97M-V functional and the def2-TZVPD basis) results for C36H56Cl2N2O5S2Si3Ti as an isolated structure.

Geometry as XYZ:
```
107
Properties=species:S:1:pos:R:3:lowdin_charge:R:1
Ti 0.71848 0.46973 -0.27342 1.029
C 3.90773 1.95297 -3.17330 -0.181
Si 2.96671 0.56670 -2.33372 0.447
C 3.86968 -0.96968 -2.95875 -0.182
C 1.31705 0.53937 -3.30225 -0.159
C 2.90728 0.66495 -0.44508 -0.488
Si 3.70801 2.16977 0.29916 0.409
C 3.52396 3.78353 -0.64195 -0.172
C 5.56987 1.90065 0.41685 -0.181
C 3.14337 2.45408 2.07567 -0.161
Si 3.45526 -0.86927 0.39621 0.462
C 5.09114 -1.65444 -0.11944 -0.173
C 3.63819 -0.81609 2.25451 -0.172
C 2.09780 -2.07403 -0.22930 -0.275
C 2.09473 -3.45919 -0.04368 -0.048
C 1.22363 -4.25294 -0.74598 -0.049
C 0.43918 -3.64828 -1.70733 -0.048
C 0.47790 -2.27607 -1.82640 -0.149
N 1.21397 -1.47838 -1.06358 -0.068
H 4.15362 1.63478 -4.19538 0.041
H 4.84741 2.20084 -2.66115 0.023
H 3.30692 2.86689 -3.23933 0.037
H 4.93990 -0.92604 -2.71696 0.029
H 3.77800 -1.00918 -4.05342 0.040
H 3.47301 -1.91220 -2.55129 0.023
H 1.26790 -0.35768 -3.93099 0.038
H 1.27035 1.41809 -3.95169 0.054
H 0.40122 0.57506 -2.70665 0.000
H 2.60909 3.81006 -1.23944 0.020
H 4.36985 3.93005 -1.32149 0.026
H 3.50668 4.62749 0.05919 0.043
H 6.01533 1.80019 -0.58545 0.030
H 5.82057 0.98849 0.98129 0.015
H 6.05640 2.75153 0.91447 0.040
H 2.14621 2.03897 2.23424 0.002
H 3.08785 3.52463 2.30809 0.037
H 3.83458 1.98616 2.79077 0.029
H 5.67488 -1.94335 0.76386 0.035
H 5.69130 -0.93911 -0.69444 0.026
H 4.95602 -2.54869 -0.74288 0.032
H 4.59901 -0.34581 2.50354 0.038
H 3.64947 -1.83541 2.67075 0.044
H 2.84259 -0.24578 2.73349 0.003
H 2.82039 -3.90257 0.63194 0.116
H 1.18615 -5.32639 -0.59080 0.118
H -0.19920 -4.22910 -2.35936 0.118
H -0.08511 -1.78432 -2.60806 0.110
C -4.75589 3.78215 -1.17896 -0.092
N -3.78006 2.83370 -1.71200 -0.180
C -3.55644 2.87002 -3.15238 -0.057
C -2.88924 2.19962 -0.91753 -0.564
C -3.05574 2.36537 0.56920 -0.013
O -1.99902 1.48597 -1.40623 -0.073
H -5.06421 4.44774 -1.98060 0.085
H -4.31648 4.39937 -0.39806 0.040
H -5.63902 3.26744 -0.78649 0.079
H -4.46214 2.56063 -3.68543 0.083
H -2.73502 2.20753 -3.40104 0.078
H -3.28478 3.88465 -3.45318 0.077
H -2.39295 1.66946 1.07074 0.064
H -2.76631 3.38341 0.84406 0.043
H -4.09087 2.19424 0.87057 0.082
O 0.81812 -0.58002 1.60575 -0.608
S -0.37420 -0.92240 2.50283 1.040
C -0.41518 0.40420 3.75406 -0.269
C -0.27359 -0.26185 5.11803 -0.219
C 0.76452 -1.36364 4.92267 -0.221
C 0.30425 -2.12975 3.68665 -0.289
H -1.33274 0.97886 3.62209 0.099
H 0.43506 1.04221 3.49875 0.096
H -1.22718 -0.69887 5.43185 0.116
H 0.02763 0.45933 5.87768 0.121
H 0.84356 -2.01734 5.79163 0.117
H 1.74591 -0.92068 4.73707 0.110
H -0.51152 -2.82157 3.91988 0.094
H 1.09556 -2.66237 3.15791 0.091
Cl -0.16208 4.64375 1.95101 0.612
C 0.17198 4.13960 0.32474 -0.650
Cl -1.77358 4.96422 -0.95781 0.057
C 0.30769 2.74160 0.09651 -0.754
O 0.66473 2.23675 -1.06598 -0.157
O 0.09837 1.84975 1.01131 -0.173
H 0.72654 4.84174 -0.26411 0.030
O -1.31846 -0.76348 0.04285 -0.613
S -2.34509 -1.16648 -1.00727 1.085
C -3.97324 -0.79637 -0.36196 -0.373
C -4.24553 -0.94071 0.98802 -0.065
C -5.53035 -0.69490 1.44511 -0.063
C -6.52782 -0.31352 0.55275 -0.070
C -6.24581 -0.18966 -0.80065 -0.063
C -4.95755 -0.43518 -1.26501 -0.074
C -2.57334 -2.94550 -0.74258 -0.370
C -3.29682 -3.65937 -1.68268 -0.076
C -3.50387 -5.02134 -1.49867 -0.069
C -2.98946 -5.65777 -0.37702 -0.077
C -2.26301 -4.93240 0.55682 -0.066
C -2.05054 -3.57022 0.37262 -0.082
H -3.45183 -1.23802 1.66922 0.108
H -5.75733 -0.79683 2.49984 0.109
H -7.52767 -0.10646 0.91785 0.108
H -7.02161 0.11236 -1.49461 0.111
H -4.71162 -0.32972 -2.31932 0.121
H -3.69833 -3.15527 -2.55901 0.118
H -4.06951 -5.58422 -2.23029 0.108
H -3.15304 -6.71911 -0.23547 0.106
H -1.85458 -5.42886 1.43029 0.108
H -1.46365 -2.99282 1.07295 0.080
```

Output
- Total energy: -5325.88911 a.u.
- LUMO energy (alpha / beta): -0.463 / -0.413 eV
- Kohn-Sham gap (alpha / beta): 0.1730 / 0.1751 hartree
- Spin multiplicity: 1


DFT (the ωB97M-V functional and the def2-TZVPD basis) results for a 17-piece molecular cluster, C36H57ClN18O2P overall.

Geometry as XYZ:
```
115
Properties=species:S:1:pos:R:3:lowdin_charge:R:1
C 4.59063 1.36813 -1.59857 -0.089
N 3.18417 0.99016 -1.46257 -0.133
C 2.98784 -0.31312 -0.78077 -0.063
C 2.50486 1.14028 -2.66878 -0.469
O 3.01150 1.73379 -3.63287 -0.002
C 1.06190 0.63552 -2.73519 -0.302
N 0.35825 0.84412 -1.46299 -0.363
P -1.04783 0.14466 -1.29084 0.459
O -1.78796 0.06275 -2.83589 -0.442
Cl -2.29041 1.86700 -0.54592 -0.112
H 5.12163 0.72714 -2.31644 0.087
H 5.06289 1.27801 -0.61927 0.078
H 4.67539 2.40412 -1.93408 0.082
H 2.63040 -0.16375 0.24022 0.076
H 2.26498 -0.94274 -1.29622 0.063
H 3.94198 -0.84858 -0.75720 0.079
H 0.62490 1.17949 -3.58322 0.094
H 1.12175 -0.42554 -3.02500 0.097
H -1.53976 -0.79735 -3.20019 -0.008
C 0.40966 3.92463 -2.45333 -0.067
C 0.77529 5.17117 -1.78930 -0.282
N 1.01737 6.20524 -1.33694 0.100
H -0.66713 3.77636 -2.37720 0.061
H 0.69891 3.94486 -3.50214 0.077
H 0.88952 3.07884 -1.95745 0.046
C -2.88969 0.27513 -6.39244 -0.065
C -1.70242 -0.55971 -6.29466 -0.280
N -0.76823 -1.22653 -6.19469 0.137
H -2.95084 0.72590 -7.38117 0.078
H -3.77709 -0.32851 -6.21374 0.082
H -2.83403 1.05625 -5.63540 0.086
C -1.67701 -0.91486 2.88378 -0.068
C -0.67660 -1.50972 2.01371 -0.286
N 0.02275 -1.97191 1.22314 0.134
H -1.22113 -0.16155 3.51956 0.074
H -2.43980 -0.44113 2.26386 0.077
H -2.13096 -1.68207 3.50659 0.024
C 2.05002 0.01562 -8.03857 -0.061
C 2.31406 0.86575 -9.18848 -0.280
N 2.53284 1.56277 -10.08001 0.117
H 2.43934 0.47524 -7.13198 0.090
H 0.97864 -0.13353 -7.91736 0.052
H 2.52787 -0.95236 -8.17662 0.085
C 1.06998 -5.47022 1.08853 -0.086
C 1.36518 -4.92104 -0.22466 -0.306
N 1.59084 -4.50238 -1.27378 0.127
H 1.25392 -4.72434 1.85978 0.072
H 0.02602 -5.77716 1.12852 0.062
H 1.70401 -6.33752 1.26959 0.076
C 1.98342 4.12496 1.65806 -0.060
C 3.18226 3.38852 2.02653 -0.269
N 4.16243 2.85669 2.32069 0.118
H 1.10862 3.47914 1.75310 0.067
H 1.87953 4.98111 2.32433 0.034
H 2.05300 4.48483 0.63358 0.057
C 3.75202 2.45648 5.85751 -0.086
C 2.56788 1.87044 6.46116 -0.294
N 1.64003 1.38650 6.94213 0.113
H 4.48543 2.63280 6.64254 0.071
H 4.18057 1.78186 5.11923 0.072
H 3.50821 3.40112 5.37500 0.074
C 2.08092 4.66668 -8.56059 -0.075
C 1.17756 4.92624 -7.44801 -0.282
N 0.45258 5.13582 -6.57801 0.124
H 3.00032 5.23441 -8.43032 0.082
H 2.32015 3.60820 -8.61565 0.037
H 1.60587 4.96325 -9.49354 0.082
C -5.40247 -3.46971 4.08692 -0.089
C -4.10973 -3.24602 4.72027 -0.270
N -3.06560 -3.07073 5.17448 0.133
H -5.92712 -2.52761 3.95970 0.062
H -5.24521 -3.92870 3.11195 0.086
H -6.00859 -4.12675 4.70600 0.073
C 0.20149 -8.43227 -1.83607 -0.085
C -0.84883 -8.04398 -0.90378 -0.283
N -1.66737 -7.73511 -0.15428 0.124
H 1.02767 -7.72541 -1.78554 0.070
H 0.56930 -9.42139 -1.57916 0.059
H -0.19381 -8.43889 -2.85020 0.084
C -9.41903 -4.94789 2.45316 -0.068
C -8.93947 -3.75393 3.13498 -0.270
N -8.55754 -2.80474 3.66319 0.141
H -10.49521 -4.88091 2.30756 0.082
H -8.93211 -5.03756 1.48408 0.085
H -9.19278 -5.82983 3.04915 0.082
C -0.45402 7.37585 2.87604 -0.076
C 0.76000 6.98639 3.58397 -0.283
N 1.74769 6.68554 4.10024 0.125
H -0.17855 7.79757 1.91008 0.090
H -1.08903 6.50830 2.71824 0.051
H -1.00823 8.11322 3.45150 0.072
C 4.21825 -0.29200 9.13082 -0.077
C 5.06942 -0.20745 7.95231 -0.287
N 5.69132 -0.14844 6.98470 0.139
H 4.71427 -0.87226 9.90663 0.076
H 4.00906 0.70768 9.50623 0.080
H 3.27700 -0.76918 8.86417 0.082
C -3.96335 5.39536 0.96188 -0.063
C -3.82786 6.55978 1.81675 -0.287
N -3.71531 7.50319 2.46658 0.125
H -5.01402 5.21549 0.74358 0.085
H -3.42836 5.55660 0.02903 0.088
H -3.54140 4.52137 1.44908 0.064
C -2.40157 4.14158 5.41514 -0.066
C -1.71790 3.59548 4.25265 -0.273
N -1.17446 3.16301 3.33400 0.160
H -1.77203 4.88915 5.89343 0.081
H -3.33619 4.60665 5.10810 0.077
H -2.61275 3.34378 6.12499 0.083
C 2.23013 -11.87709 -3.67008 -0.070
C 2.73489 -10.60755 -3.16577 -0.281
N 3.13414 -9.60199 -2.77132 0.147
H 1.14351 -11.89492 -3.60532 0.080
H 2.52643 -12.00383 -4.70934 0.083
H 2.63611 -12.69612 -3.07985 0.082
```

Output
- Total charge: -1
- Total energy: -3343.56193 a.u.
- LUMO energy: 1.507 eV
- Kohn-Sham gap: 0.1926 hartree
- Spin multiplicity: 1